Record 1
Density functional theory data (ωB97M-V/def2-TZVPD) for a cluster of 3 separate species, C4H12N2O in total.

Geometry as XYZ:
```
19
Properties=species:S:1:pos:R:3:lowdin_charge:R:1
C 0.541 -0.124 -1.798 0.01
N 1.214 2.226 0.153 -0.15
O 1.578 1.512 -0.835 -0.26
H 0.615 3.008 -0.186 0.05
H 0.874 1.183 1.267 0.06
H 0.843 0.505 -2.622 0.00
H -0.501 -0.421 -1.865 -0.01
H 1.234 -0.930 -1.589 0.01
C -0.338 -1.878 0.520 -0.04
C -1.478 0.438 0.461 -0.04
C -0.269 -0.401 0.721 -0.41
N 0.662 0.127 1.483 0.15
H 1.490 -0.439 1.624 0.12
H 0.638 -2.350 0.641 0.09
H -1.024 -2.310 1.257 0.10
H -1.179 1.455 0.193 0.08
H -2.097 0.019 -0.329 0.08
H -2.078 0.504 1.375 0.10
H -0.725 -2.122 -0.469 0.08
```

Computed properties:
DFT total energy in eV: -9364.3260
E_HOMO (spin up / spin down) in eV: -6.6 / -7.1
Orbital gap (spin up / spin down) in eV: 6.7 / 7.5
ΔE to the lowest compared entry with this formula, charge and spin in eV: 6.8678



Record 2
Density functional theory data (ωB97M-V/def2-TZVPD) for a cluster of 2 separate species, C4H12N2O in total at a distorted geometry.

Geometry as XYZ:
```
19
Properties=species:S:1:pos:R:3:lowdin_charge:R:1
C -1.694 1.351 0.932 -0.01
C -1.535 0.655 -0.162 -0.47
C -2.394 -0.599 -0.594 0.00
O -0.699 1.045 -1.166 0.00
H -1.163 2.198 1.407 0.07
H -2.417 0.856 1.644 0.08
H -2.233 -1.209 0.222 0.04
H -1.799 -0.974 -1.441 0.08
H -3.401 -0.324 -0.893 0.08
H -0.360 1.932 -0.966 0.11
C 2.367 -0.382 -0.931 -0.14
N 1.484 -1.008 0.072 -0.20
N 1.478 -0.241 1.299 -0.03
H 2.239 -0.878 -1.961 0.10
H 2.014 0.630 -0.851 0.04
H 3.418 -0.378 -0.654 0.05
H 1.808 -1.961 0.247 0.09
H 2.234 -0.562 1.926 0.07
H 0.651 -0.152 1.870 0.05
```

Computed properties:
DFT total energy in eV: -9367.6088
SMILES string: C=C(C)O.CNN
E_HOMO in eV: -8.8
Orbital gap in eV: 9.8
ΔE to the lowest compared entry with this formula, charge and spin in eV: 3.5850



> The highest DFT total energy belongs to which entry?

number 1



> Among the records above, which one has the highest ΔE to the lowest compared entry with this formula, charge and spin?

number 1